# 1
Computed, not measured: a structure of composition C5H8O2, with the ωB97M-V functional and the def2-TZVPD basis.

Structure (XYZ):
```
15
C5H8O2 | the Open Molecules 2025 dataset | the ωB97M-V functional and the def2-TZVPD basis
O 2.824 -0.310 0.294
C 2.027 -1.057 -0.217
C -0.464 -0.090 1.067
C -1.102 0.984 0.576
C -1.932 0.244 -0.460
C -1.139 -0.979 0.078
O -1.061 -2.135 -0.245
H 1.855 1.654 -0.403
H 1.759 -2.032 0.229
H 1.503 -0.805 -1.160
H 0.284 -0.240 1.838
H -1.043 2.040 0.819
H 1.251 2.024 -0.633
H -1.752 0.489 -1.513
H -3.009 0.214 -0.269
```

Results
Relative energy (zero: lowest compared OMol25 entry of this formula, charge and spin) (kcal/mol): 84.5
E_LUMO (eV): 0.2
2S+1: 1

***

# 2
Computed, not measured: a structure of composition C36H45BrN5O4S2V, with the ωB97M-V functional and the def2-TZVPD basis.

Structure (XYZ):
```
94
C36H45BrN5O4S2V | the Open Molecules 2025 dataset | the ωB97M-V functional and the def2-TZVPD basis
V -0.324 -0.806 1.138
O -0.564 -4.706 -0.631
C -0.783 -4.414 -1.935
C -1.108 -5.453 -2.805
C -1.328 -5.198 -4.145
C -1.216 -3.906 -4.647
C -0.885 -2.878 -3.781
C -0.679 -3.106 -2.422
C -0.365 -1.919 -1.527
O 0.027 -2.234 -0.255
N -1.564 -1.025 -1.473
N -2.014 -0.731 -0.205
C -3.197 -0.216 -0.178
C -3.916 0.220 1.006
Br -3.896 -0.903 2.556
C -4.680 1.317 1.069
C -4.781 2.357 0.033
C -5.987 3.051 -0.089
C -6.141 4.044 -1.041
C -5.083 4.377 -1.876
C -3.871 3.716 -1.748
C -3.718 2.713 -0.803
H -0.276 -3.844 -0.239
H -1.181 -6.455 -2.402
H -1.581 -6.015 -4.808
H -1.375 -3.708 -5.698
H -0.776 -1.867 -4.164
H 0.417 -1.331 -2.037
H -2.313 -1.332 -2.085
H -3.714 -0.028 -1.118
H -5.298 1.461 1.948
H -6.812 2.799 0.566
H -7.087 4.562 -1.130
H -5.201 5.158 -2.616
H -3.034 3.983 -2.381
H -2.760 2.218 -0.708
N -0.942 -2.612 2.320
C -0.243 -2.687 3.609
C -0.386 -1.345 4.295
N 0.017 -0.266 3.381
C -0.479 1.048 3.798
C -0.350 1.982 2.615
N -1.044 1.338 1.494
H -1.947 -2.646 2.458
H -0.708 -3.406 1.735
H 0.807 -2.901 3.414
H -0.634 -3.476 4.257
H 0.178 -1.327 5.233
H -1.438 -1.180 4.545
H 1.032 -0.237 3.332
H 0.041 1.434 4.680
H -1.535 0.941 4.055
H 0.702 2.098 2.339
H -0.750 2.972 2.852
H -0.805 1.782 0.615
H -2.049 1.423 1.615
O 1.827 -1.322 1.704
S 2.782 -2.372 1.182
C 3.129 -1.974 -0.543
C 3.444 -0.503 -0.759
C 3.165 -0.062 -2.205
C 2.549 1.336 -2.280
S 0.779 1.214 -1.907
O 0.707 0.781 -0.464
C 0.381 2.951 -1.917
C -0.136 3.500 -3.082
C -0.447 4.853 -3.109
C -0.264 5.630 -1.974
C 0.238 5.064 -0.808
C 0.572 3.719 -0.777
C 4.361 -1.929 1.882
C 4.548 -0.685 2.461
C 5.791 -0.372 2.991
C 6.825 -1.297 2.938
C 6.621 -2.543 2.363
C 5.380 -2.869 1.837
H 2.205 -2.266 -1.041
H 3.923 -2.658 -0.848
H 4.477 -0.280 -0.487
H 2.799 0.063 -0.088
H 2.474 -0.763 -2.683
H 4.074 -0.092 -2.806
H 2.605 1.762 -3.284
H 2.995 2.036 -1.570
H -0.299 2.878 -3.954
H -0.843 5.296 -4.013
H -0.519 6.681 -1.995
H 0.377 5.676 0.073
H 0.975 3.260 0.118
H 3.726 0.018 2.492
H 5.953 0.595 3.448
H 7.792 -1.049 3.355
H 7.424 -3.268 2.334
H 5.206 -3.848 1.405
```

Results
⟨S²⟩: 0.7933
Charge: +1
Relative energy (zero: lowest compared OMol25 entry of this formula, charge and spin) (kcal/mol): 0.0
E_LUMO (alpha / beta) (eV): -2.2 / -2.2
2S+1: 2